1.
40
Properties=species:S:1:pos:R:3:nbo_charge:R:1 method="wB97M-V/def2-TZVPD" max_force_ev_per_a=3.4 homo_ha=-0.17791 e_tot_ha=-4321.03200 homo_lumo_gap_ev=7.758 total_charge=-1
C 4.32780 1.05015 0.75889 -0.66
C 4.28085 0.31750 -0.60790 -0.05
Cl 5.87397 0.08192 -1.48044 -0.12
C 3.17019 -0.18456 -1.20474 -0.48
Cl 3.32243 -1.02091 -2.80762 -0.08
Al 1.31709 -0.05302 -0.32603 1.69
C 1.08918 1.76306 0.63133 -1.28
C -0.15440 -0.05152 -1.79312 -1.03
C -1.45777 0.44463 -1.07387 0.13
C -2.12539 -0.45104 -0.14311 -0.28
C -3.31652 0.03653 0.55140 -0.21
C -3.78109 1.39410 0.29469 -0.07
C -5.02647 1.96561 1.04516 -0.63
C -3.11599 2.27038 -0.66661 -0.22
C -1.91522 1.79662 -1.37610 -0.26
C 0.99945 -1.47275 1.11444 -1.01
C 1.26187 -2.94615 0.66137 -0.16
C 0.33854 -3.45947 -0.50912 -0.66
Br 0.81017 -4.11361 2.26594 -0.17
H 4.05382 0.34609 1.59091 0.23
H 5.40778 1.31643 0.94914 0.22
H 3.76515 2.01149 0.78869 0.25
H 1.49746 2.62347 0.04032 0.21
H -0.00298 1.93426 0.86310 0.22
H 1.59112 1.68930 1.64003 0.20
H -0.28846 -1.05552 -2.27104 0.22
H 0.14387 0.65034 -2.62648 0.21
H -1.79859 -1.48612 0.09541 0.22
H -3.82068 -0.65476 1.27205 0.21
H -5.72653 2.43594 0.31086 0.21
H -4.76436 2.71513 1.83982 0.21
H -5.49541 1.09767 1.59108 0.21
H -3.44904 3.30858 -0.89338 0.20
H -1.37427 2.43178 -2.11472 0.22
H 1.75046 -1.25196 1.93381 0.22
H -0.00741 -1.39116 1.60010 0.23
H 2.33229 -3.17058 0.44371 0.21
H 0.94706 -3.82063 -1.38328 0.22
H -0.43182 -2.73036 -0.84871 0.22
H -0.22816 -4.36690 -0.15596 0.22

2.
49
Properties=species:S:1:pos:R:3:nbo_charge:R:1 method="wB97M-V/def2-TZVPD" max_force_ev_per_a=0.5 homo_ha=-0.01109 e_tot_ha=-7520.51215 relative_energy_kj_mol=231.2 homo_lumo_gap_ev=4.527 total_charge=-2
Mg 1.65957 0.72813 1.43525 1.62
S 8.17912 -0.89849 4.36263 -0.26
C 6.71209 -0.41907 3.71908 -0.58
S 6.45223 -0.08872 2.06130 0.47
C 4.75700 0.35162 2.12256 -0.41
C 4.19394 0.29489 3.35313 -0.41
S 2.55579 0.67882 3.80818 -0.53
S 5.28206 -0.20813 4.63377 0.47
S 4.01254 0.80990 0.61123 -0.54
C 1.53961 -0.74378 -2.79786 -0.96
As 1.05027 0.56862 -1.42691 0.89
C 1.93501 2.13062 -2.22016 -0.96
C -0.79422 0.92830 -1.98059 -0.36
C -1.03355 1.19025 -3.32974 -0.23
C -2.31779 1.38313 -3.81012 -0.24
C -3.38542 1.28883 -2.92907 -0.24
C -3.15980 1.02851 -1.58775 -0.14
C -1.86703 0.86993 -1.07691 -0.30
As -1.67579 0.46852 0.84807 0.88
C -4.12769 -1.83091 -0.05495 -1.32
C -3.25587 1.44942 1.48817 -0.97
H 1.32675 -0.38835 -3.80690 0.20
H 0.98115 -1.65901 -2.60563 0.24
H 2.60559 -0.95112 -2.69729 0.23
H 1.67211 2.26108 -3.27028 0.20
H 3.01270 1.99786 -2.12167 0.23
H 1.64049 3.01639 -1.65852 0.23
H -0.20153 1.23523 -4.02496 0.19
H -2.48388 1.58420 -4.86278 0.19
H -4.40199 1.39780 -3.29056 0.19
H -4.00388 0.89130 -0.92616 0.23
H -5.13410 -2.15376 -0.36755 0.15
H -3.88371 -2.34822 0.88704 0.13
H -3.42920 -2.12244 -0.86220 0.13
H -4.13903 0.85973 1.23768 0.25
H -3.30667 2.45574 1.07026 0.20
H -3.16650 1.50981 2.57435 0.21
C -0.23680 1.78776 1.31876 -1.46
H -0.31465 2.64722 0.63786 0.19
H -0.51218 2.17445 2.31077 0.20
N -1.30112 -3.62732 0.34089 -0.64
N -0.40681 -2.88125 1.08425 0.17
N -0.30332 -2.95907 2.39709 -0.29
C 0.60848 -2.03488 2.63889 0.13
N 1.02417 -1.43381 1.51515 -0.40
N 0.36950 -2.00839 0.52447 -0.02
H -2.14388 -3.05487 0.17880 0.44
H -1.57019 -4.40036 0.93593 0.36
H 0.98643 -1.77611 3.61297 0.24

3.
48
Properties=species:S:1:pos:R:3:nbo_charge:R:1 method="wB97M-V/def2-TZVPD" max_force_ev_per_a=2.6 homo_ha=-0.29983 e_tot_ha=-4452.65402 homo_lumo_gap_ev=7.396 total_charge=0
C -2.31337 -3.56391 -0.83262 -0.20
C -2.31914 -2.35130 -0.84971 -0.06
C -2.44556 -0.81132 -0.81941 -0.51
C -1.29794 -0.09281 0.07490 0.19
C -1.83128 -0.23993 1.56748 -0.45
C -0.70325 -0.47148 2.67169 -0.47
C -0.59162 -2.00940 3.14071 -0.06
O -0.16280 -2.05285 4.52684 -0.55
C 1.08237 -1.35642 4.70289 -0.27
C 0.13539 -0.80992 -0.16862 -0.26
N 1.28236 0.12274 -0.18316 -0.69
C 1.16159 1.12336 -1.29110 0.14
Cl 2.27276 2.48027 -0.91130 0.08
C 1.75101 0.40616 -2.61678 -0.12
O 3.15211 0.13887 -2.41609 -0.49
C 3.44831 -1.21188 -2.44634 1.17
F 2.59068 -2.00965 -1.70954 -0.32
F 3.60940 -1.65208 -3.75054 -0.33
F 4.70268 -1.35159 -1.84195 -0.32
C -0.34735 1.48494 -1.62174 -0.08
C -0.61852 2.74590 -2.51564 -0.54
C -0.36474 4.17080 -1.95619 0.88
O -1.13985 4.79662 -1.29647 -0.50
F 0.83368 4.84729 -2.26608 -0.34
N -1.21584 1.35004 -0.39180 -0.53
Br -0.70420 2.52172 1.05906 0.42
H -2.53040 -4.65647 -0.95583 0.26
H -3.41951 -0.58115 -0.27209 0.25
H -2.55439 -0.33615 -1.84081 0.23
H -2.44388 -1.20504 1.57490 0.23
H -2.58916 0.55778 1.86085 0.24
H 0.29512 -0.01635 2.42292 0.24
H -1.06827 0.07583 3.60352 0.24
H 0.08969 -2.62210 2.48200 0.17
H -1.66126 -2.39731 3.16568 0.19
H 0.92961 -0.28032 5.04200 0.18
H 1.67935 -1.34211 3.74198 0.17
H 1.74630 -1.83679 5.49344 0.20
H 0.06518 -1.21183 -1.23647 0.20
H 0.27151 -1.71863 0.48033 0.25
H 1.43093 0.60866 0.71691 0.45
H 1.69336 1.19803 -3.43244 0.20
H 1.13972 -0.48291 -2.93910 0.20
H -0.69400 0.61891 -2.28588 0.23
H -1.70297 2.70087 -2.86411 0.25
H -0.00816 2.62748 -3.46988 0.27
H -2.17681 1.59934 -0.69405 0.43
F 1.54118 2.49608 1.54762 -0.85

4.
41
Properties=species:S:1:pos:R:3:lowdin_spin:R:1 method="wB97M-V/def2-TZVPD" multiplicity=5 max_force_ev_per_a=4.0 homo_ha="-0.21463 / -0.32756" e_tot_ha=-2111.04686 s_squared=6.050 homo_lumo_gap_ev="5.764 / 8.189" total_charge=0
C 0.04773 4.68562 0.86004 0.00
C 1.50998 4.48200 0.55997 0.00
H -0.53051 4.53604 -0.08060 0.00
H -0.33702 5.44674 1.56322 0.00
H -0.21123 3.72573 1.32290 0.00
H 1.63359 3.40939 0.47925 0.00
H 1.96378 4.90316 -0.34118 0.00
H 2.06622 4.76094 1.44015 0.00
C -2.83499 -0.55029 -0.59698 0.06
C -3.94416 -1.09992 -1.16884 0.06
C -3.76464 -2.21008 -2.01937 0.09
C -2.46209 -2.67820 -2.36466 0.02
H -2.81990 0.41207 -0.06839 0.00
H -4.93534 -0.69065 -0.95659 0.00
H -4.65293 -2.73617 -2.40213 0.00
H -2.30533 -3.51211 -3.06436 0.00
N -1.64243 -1.17863 -0.74785 0.10
C -1.34601 -2.14001 -1.71017 0.13
C 0.10314 -2.33694 -1.92602 0.13
N 0.88222 -1.50453 -1.13748 0.11
C 2.22075 -1.33714 -1.32863 0.07
C 2.19766 -3.19351 -2.86439 0.09
C 2.92854 -2.27163 -2.08600 0.06
H 2.67586 -0.45038 -0.90119 0.00
H 4.02902 -2.26702 -2.08078 0.00
C 0.77835 -3.15487 -2.85988 0.02
H 0.20972 -3.80423 -3.54320 0.00
H 2.74688 -3.94680 -3.44137 0.00
Cr -0.11381 -0.13713 -0.44954 2.90
I -0.26755 1.51986 -2.12040 0.07
C -0.61540 0.30688 3.46212 0.00
C 0.54064 0.65297 2.54896 0.02
C 1.78098 0.01494 3.11538 0.00
O 0.23972 0.30482 1.24026 0.07
H -0.82050 -0.78120 3.51827 0.00
H -1.52360 0.77908 3.06516 0.00
H -0.40971 0.68479 4.49093 0.00
H 0.69198 1.74636 2.74535 0.00
H 1.73639 -1.08399 3.14428 0.00
H 2.67402 0.29158 2.54486 0.00
H 1.87997 0.40243 4.15893 0.00

5.
47
Properties=species:S:1:pos:R:3:lowdin_spin:R:1 method="wB97M-V/def2-TZVPD" multiplicity=5 max_force_ev_per_a=5.2 homo_ha="-0.53051 / -0.54172" e_tot_ha=-2317.50829 relative_energy_kj_mol=759.1 s_squared=6.086 homo_lumo_gap_ev="6.176 / 5.900" total_charge=+2
C 0.36934 -0.83687 -2.91523 0.00
C 1.06283 -0.10023 -1.79592 0.01
H 0.09213 0.02935 -3.57682 0.00
H -0.42068 -1.37784 -2.37774 0.00
H 0.91664 -1.59834 -3.59232 0.00
O 1.25064 1.09261 -2.10447 0.01
I 0.37050 -0.60001 0.87644 0.57
Ir -3.66868 1.57260 -1.71212 1.49
P 2.40158 -0.98577 -0.72771 0.01
C 3.20673 0.50668 -0.08893 0.00
C 2.10085 -2.69427 -0.03382 0.05
H 2.93643 -3.25251 -0.46162 0.01
H 4.29271 -1.57783 -1.82721 0.00
H 1.19425 -3.15102 -0.44345 0.01
H 2.89192 -2.49918 -2.56495 0.00
H 3.30737 0.48200 1.00246 0.00
H 2.12810 -2.71836 1.10729 0.01
C 3.27321 -1.47135 -2.29873 0.00
H 4.17312 0.57980 -0.65152 0.00
H 3.37680 -0.84292 -3.25342 0.00
H 2.68916 1.41252 -0.40716 0.00
P -3.23253 -0.42776 -0.73925 0.23
C -4.31125 0.83160 0.19504 0.02
C -4.26369 -0.79408 -2.21521 0.03
H -2.55616 -2.74750 -0.04142 0.00
H -4.28911 -2.41095 0.42205 0.01
H -2.91641 -1.71370 1.35903 0.00
C -3.26280 -1.98141 0.34329 0.09
H -4.11033 -1.84963 -2.47165 0.01
H -5.30061 -0.44079 -2.12022 0.01
H -5.42153 0.88755 -0.03127 0.01
H -3.69156 1.91210 0.14213 0.02
H -3.73758 -0.08964 -2.94349 0.00
H -3.90403 0.73992 1.22104 0.01
C -0.79909 2.07097 -0.24293 0.07
O -1.42853 2.40725 -1.19937 0.08
F 2.88309 -1.01719 3.40045 0.16
C 2.11793 0.07768 3.28968 0.68
C -0.08236 1.89915 0.81461 0.13
C 0.61362 2.75946 1.65858 0.09
F 0.90953 3.99018 1.02563 0.04
C 0.83033 2.92695 3.10414 -0.03
F 0.28320 4.10745 3.58307 0.00
C 1.35237 2.21890 4.20901 0.06
F 1.25135 2.81713 5.43236 0.02
C 2.14910 1.00742 4.26359 0.04
F 2.97208 0.84989 5.38807 0.02